[1]
9
Properties=species:S:1:pos:R:3:forces:R:3:lowdin_charge:R:1 method="wB97M-V/def2-TZVPD" de_lowest_kcal_mol=15.62 spin_multiplicity=1 gap_ha=0.3082 smiles="C1=CSCS1" e_tot_ev=-24844.9639
C 0.697 1.312 0.169 -3.72 -2.98 -0.52 -0.417
C -0.694 1.202 0.053 4.36 1.00 0.20 -0.595
S -1.492 -0.261 -0.105 -0.21 -1.10 -0.63 0.860
C 0.019 -1.186 0.288 -0.12 -1.39 0.20 -0.803
S 1.481 -0.283 -0.163 0.19 1.10 0.40 0.794
H 1.200 2.190 0.429 0.83 1.12 -0.18 0.037
H -1.192 2.042 -0.284 -1.35 1.87 0.25 0.033
H -0.009 -1.348 1.381 0.15 -0.27 -0.56 0.043
H 0.037 -2.134 -0.308 -0.12 0.66 0.84 0.049

***

[2]
9
Properties=species:S:1:pos:R:3:forces:R:3:lowdin_charge:R:1 method="wB97M-V/def2-TZVPD" de_lowest_kcal_mol=68.50 spin_multiplicity=1 gap_ha="0.2837 / 0.2458" e_tot_ev=-24842.6707
C -0.077 -0.653 -0.651 -0.16 0.21 0.51 -0.482
C -1.636 -1.683 -2.409 -0.82 0.35 -0.46 -1.110
C 0.034 0.509 0.297 0.72 -1.08 -0.03 -0.151
S -0.348 -0.661 -2.349 0.14 -0.13 -0.02 0.847
S -2.843 -2.523 -1.866 0.48 -0.09 0.03 0.636
H -0.243 -1.637 -0.242 0.11 -0.07 0.21 0.048
H -0.271 0.146 1.283 -0.13 0.29 -0.06 0.072
H 1.109 0.717 0.384 -0.11 0.36 0.08 0.074
H -0.485 1.420 0.043 -0.23 0.15 -0.26 0.067

***

[3]
9
Properties=species:S:1:pos:R:3:forces:R:3:lowdin_charge:R:1 method="wB97M-V/def2-TZVPD" de_lowest_kcal_mol=55.96 spin_multiplicity=1 gap_ha=0.3171 e_tot_ev=-24843.2145
C -0.319 0.324 0.672 -0.37 -0.60 -1.14 -0.395
C 0.278 -0.784 0.330 1.21 -0.45 -0.38 -0.186
C 1.129 -1.684 -0.107 0.88 0.84 -0.80 0.025
S -1.437 1.052 -0.563 0.44 0.29 0.26 0.423
S -0.568 2.582 -1.482 0.15 -0.19 -0.07 -0.025
H -0.074 0.855 1.555 -0.12 0.46 0.75 0.072
H 1.043 -2.762 -0.183 -0.42 0.13 0.51 0.057
H 2.095 -1.303 -0.578 -1.45 -0.28 0.61 0.101
H -2.149 1.721 0.355 -0.33 -0.21 0.27 -0.072

***

[4]
9
Properties=species:S:1:pos:R:3:forces:R:3:mulliken_spin:R:1 method="wB97M-V/def2-TZVPD" de_lowest_kcal_mol=78.92 spin_multiplicity=3 gap_ha="0.2503 / 0.2634" e_tot_ev=-24839.2725
C 1.243 -0.315 -0.976 2.35 -3.36 -4.28 -0.136
C 1.194 0.239 0.142 1.10 2.61 4.30 0.893
C -1.272 0.255 0.976 -1.25 0.30 -2.06 0.729
S -2.372 1.227 0.080 -0.08 0.70 -0.11 0.147
S -1.904 -0.756 -0.298 -0.04 -0.52 0.26 0.080
H 2.325 -0.841 -1.265 -2.34 1.05 0.37 0.147
H 0.438 -0.538 -1.767 1.25 0.72 1.43 0.059
H 1.719 0.588 1.121 -1.01 -0.92 -2.35 0.037
H -1.371 0.140 1.988 0.02 -0.57 2.44 0.044

***

[5]
9
Properties=species:S:1:pos:R:3:forces:R:3:mulliken_spin:R:1 method="wB97M-V/def2-TZVPD" de_lowest_kcal_mol=51.83 spin_multiplicity=3 gap_ha="0.3082 / 0.2470" e_tot_ev=-24840.4471
C -0.646 1.114 0.128 0.28 0.21 0.23 -0.110
C 0.627 -1.272 0.408 -1.76 0.97 -0.70 0.027
C -0.268 -0.200 -0.050 -0.63 0.80 1.56 0.356
S -1.940 1.715 -0.750 -0.42 0.23 -0.39 0.701
S -0.681 -1.582 -0.890 -0.19 -0.32 -0.11 0.149
H -0.157 1.888 0.786 -0.14 -1.59 -0.44 -0.011
H 1.541 -1.165 -0.128 1.23 -0.63 0.68 -0.020
H 0.366 -1.666 1.391 0.92 -0.18 -0.32 0.001
H 1.157 1.168 -0.896 0.70 0.50 -0.52 0.908

***

[6]
13
Properties=species:S:1:pos:R:3:forces:R:3:mulliken_spin:R:1 method="wB97M-V/def2-TZVPD" de_lowest_kcal_mol=4.42 total_charge=+1 spin_multiplicity=3 gap_ha="0.2910 / 0.2495" e_tot_ev=-13221.0398
O -0.915 -0.559 -0.653 -0.41 1.40 -0.16 0.017
C -0.266 0.639 -0.514 -0.51 1.32 1.63 0.013
C -0.756 -1.319 0.535 -0.08 -0.48 0.71 0.006
O 0.336 1.024 -1.607 2.09 -0.68 -1.84 0.306
O 0.647 0.497 0.561 0.32 1.03 -0.19 0.026
C 0.576 -0.820 1.103 -0.09 -0.50 0.21 0.006
Au -0.443 2.491 -2.815 -0.62 0.78 -0.46 1.538
H -0.737 -2.380 0.267 -0.04 0.33 0.01 0.001
H -1.596 -1.126 1.218 0.25 -0.05 -0.18 0.000
H 1.448 -1.385 0.750 -0.29 -0.03 0.12 0.001
H 0.570 -0.756 2.198 0.08 -0.02 -0.36 0.001
Li 1.834 1.804 -0.736 0.14 -0.31 0.28 0.006
H -0.698 1.890 -0.307 -0.83 -2.80 0.23 0.080

***

[7]
12
Properties=species:S:1:pos:R:3:forces:R:3:mulliken_spin:R:1 method="wB97M-V/def2-TZVPD" de_lowest_kcal_mol=0.00 spin_multiplicity=3 gap_ha="0.3014 / 0.2740" e_tot_ev=-13020.0699
C 1.027 -0.062 0.180 -2.42 2.09 2.74 0.037
O 2.109 -0.550 -0.348 -11.30 -4.24 -1.83 0.406
O 0.313 0.855 -0.621 0.60 -0.12 -0.55 0.016
O 0.082 -1.074 0.531 0.85 0.28 0.22 0.011
C -1.053 0.765 -0.280 -0.35 0.01 0.12 -0.001
C -1.215 -0.706 0.098 -0.33 0.06 -0.15 0.002
H -1.655 1.059 -1.148 0.20 -0.04 0.23 0.001
H -1.286 1.427 0.571 0.08 -0.14 -0.20 -0.001
H -1.512 -1.320 -0.766 0.13 0.14 0.21 0.000
H -1.937 -0.859 0.910 0.23 0.03 -0.18 0.001
Au 3.726 -0.124 -0.255 13.08 3.44 0.61 1.469
H 1.401 0.590 1.128 -0.78 -1.51 -1.22 0.058

***

[8]
22
Properties=species:S:1:pos:R:3:forces:R:3:lowdin_charge:R:1 method="wB97M-V/def2-TZVPD" spin_multiplicity=1 gap_ha=0.2470 e_tot_ev=-39606.9140
O 5.034 -0.084 0.088 -3.70 1.59 2.06 0.098
B 3.628 0.353 0.264 2.88 0.97 0.24 -0.432
O 3.378 1.521 1.178 -0.14 -1.51 -3.72 0.050
O 2.528 -0.336 -0.490 2.15 1.87 1.66 0.103
N 1.430 -0.052 0.259 -4.79 0.86 2.38 -0.120
C 1.141 -0.846 1.514 -4.86 5.95 -2.42 0.116
N -0.122 -0.165 1.988 3.19 -1.13 -1.48 0.082
N -0.513 0.889 1.167 6.23 -1.67 -4.62 0.064
C 0.420 1.039 -0.014 0.51 -3.83 4.19 0.167
H 5.527 0.361 0.853 -0.81 -0.71 -1.68 0.136
H 3.059 2.281 0.584 0.55 -1.44 1.44 0.135
H 1.779 -1.731 1.938 -1.67 2.00 -0.91 0.180
H -1.305 1.564 1.221 0.10 -1.43 0.58 0.179
H 0.460 1.795 -0.906 -0.36 -1.80 1.93 0.189
C -3.124 -1.685 -1.239 -0.08 -1.88 -0.34 -0.577
F -2.055 -2.038 -0.455 -0.62 0.61 -0.42 0.059
F -2.818 -2.120 -2.504 -0.28 0.79 1.18 0.084
F -4.169 -2.469 -0.819 0.98 1.17 -0.35 0.089
S -3.509 0.142 -1.168 -1.88 2.26 -0.39 0.472
O -2.295 0.818 -1.646 0.14 -0.91 0.47 -0.385
O -3.809 0.426 0.242 0.85 -0.80 -0.75 -0.365
O -4.665 0.336 -2.054 1.60 -0.96 0.96 -0.326